The following is a quantum chemistry calculation of a single C22H21F2N5O2S molecule, from the OMol25 dataset.

The HOMO energy comes out at -0.3072 hartree. Its SMILES is C=CCn1c(SCC(=O)Nc2ccccc2F)nnc1[C@H](C)NC(=O)c1ccccc1F.

The geometry in ORCA input format:
```
! wB97M-V def2-TZVPD RIJCOSX def2/J DEFGRID3
* xyz 0 1
C 3.9109 1.9708 0.0805
C 2.5966 2.0777 0.0713
C 1.7270 1.5406 -1.0280
N 0.8481 0.5131 -0.5194
C 1.1213 -0.8169 -0.4468
S 2.5886 -1.5346 -1.0334
C 2.1566 -3.2971 -0.8296
C 2.4959 -3.8155 0.5651
O 3.4115 -4.5867 0.7453
N 1.6780 -3.3154 1.5212
C 1.7645 -3.5298 2.8961
C 2.4603 -4.5875 3.4752
C 2.4850 -4.7396 4.8501
C 1.8191 -3.8501 5.6754
C 1.1268 -2.7860 5.1213
C 1.1122 -2.6381 3.7510
F 0.4561 -1.5801 3.2142
N 0.1207 -1.4623 0.1044
N -0.8227 -0.5598 0.4072
C -0.3931 0.6176 0.0532
C -1.1685 1.8860 0.2118
C -1.9233 1.8805 1.5350
N -2.1068 2.0243 -0.8902
C -1.7847 2.6842 -2.0185
O -0.6884 3.1963 -2.1832
C -2.8322 2.7550 -3.0821
C -2.3954 2.9937 -4.3846
C -3.2863 3.0958 -5.4348
C -4.6469 2.9743 -5.2024
C -5.1105 2.7542 -3.9176
C -4.2043 2.6459 -2.8792
F -4.7036 2.4439 -1.6368
H 4.5075 2.3653 0.8846
H 4.4442 1.4893 -0.7224
H 2.0703 2.5520 0.8891
H 2.3430 1.0918 -1.8120
H 1.1093 2.3345 -1.4638
H 2.7592 -3.8326 -1.5620
H 1.0944 -3.3947 -1.0485
H 0.9458 -2.6632 1.2124
H 2.9842 -5.2788 2.8370
H 3.0300 -5.5666 5.2786
H 1.8392 -3.9767 6.7466
H 0.6046 -2.0687 5.7346
H -0.4864 2.7413 0.1511
H -1.2203 1.8547 2.3627
H -2.5404 2.7715 1.6174
H -2.5484 0.9937 1.5937
H -2.9804 1.5332 -0.7922
H -1.3329 3.1005 -4.5425
H -2.9214 3.2749 -6.4342
H -5.3496 3.0566 -6.0172
H -6.1643 2.6678 -3.7044
*
```

Which charges does Löwdin predict for the atoms? In e, they are: 0.022, -0.147, -0.151, 0.012, -0.604, 1.010, -0.343, -0.533, 0.068, 0.136, -0.148, -0.005, -0.086, -0.094, -0.018, -0.207, 0.058, -0.008, 0.097, -0.252, -0.278, -0.030, 0.130, -0.416, 0.051, -0.060, -0.009, -0.072, -0.069, -0.006, -0.210, 0.062, 0.057, 0.060, 0.103, 0.110, 0.104, 0.084, 0.083, 0.089, 0.104, 0.102, 0.100, 0.116, 0.145, 0.086, 0.085, 0.078, 0.142, 0.121, 0.105, 0.108, 0.120

---

The following is a quantum chemistry calculation of a single C22H21F3N2O2 molecule, from the OMol25 dataset.

The calculation puts the energy relative to the best compared isomer or geometry (same formula, charge and spin) at 0.000 eV. The HOMO energy comes out at -0.2833 hartree. Its SMILES is CCc1nc(Nc2cccc3c2C[C@@H](O)CC3)oc1-c1ccc(C(F)(F)F)cc1.

The geometry in ORCA input format:
```
! wB97M-V def2-TZVPD RIJCOSX def2/J DEFGRID3
* xyz 0 1
C -1.7174 -0.8554 4.3350
C -0.6601 0.2672 4.0999
C -0.4035 0.3635 2.6539
N -1.3709 0.1167 1.6580
C -0.6562 0.2069 0.5794
N -0.9476 0.0758 -0.7428
C -2.0607 -0.4607 -1.4184
C -3.2440 -0.7908 -0.7716
C -4.3103 -1.3302 -1.5386
C -4.1939 -1.4858 -2.9113
C -3.0227 -1.0796 -3.5913
C -1.9353 -0.5862 -2.8307
C -0.6598 -0.1651 -3.5024
C -0.5102 -0.6174 -4.9730
O -0.0950 -1.9920 -5.0139
C -1.8371 -0.4783 -5.7436
C -2.9672 -1.2923 -5.0744
O 0.6515 0.4868 0.7142
C 0.8237 0.5710 2.0483
C 2.1884 0.8831 2.5464
C 2.4003 1.5504 3.7711
C 3.6830 1.8297 4.1844
C 4.8187 1.5520 3.3852
C 6.2206 2.0793 3.7520
F 6.8203 1.2549 4.6500
F 6.1421 3.3314 4.3037
F 7.0073 2.1470 2.6529
C 4.6280 0.8375 2.1943
C 3.3164 0.5004 1.8050
H -2.6630 -0.6359 3.8642
H -1.3963 -1.8312 3.9229
H -1.8862 -0.9848 5.3980
H -1.0564 1.2014 4.5144
H 0.2584 -0.0130 4.6255
H -0.1988 0.4489 -1.3719
H -3.4478 -0.7039 0.2825
H -5.2392 -1.6141 -1.0128
H -5.0485 -1.8658 -3.5020
H -0.6561 0.9377 -3.4727
H 0.2467 -0.4836 -2.9230
H 0.2361 -0.0087 -5.5018
H -0.6969 -2.5401 -4.4762
H -2.0550 0.5665 -5.7865
H -1.7482 -0.8243 -6.7862
H -3.9429 -1.0401 -5.5415
H -2.8614 -2.3651 -5.2638
H 1.5678 1.9111 4.3571
H 3.8278 2.3818 5.1284
H 5.4450 0.5226 1.5318
H 3.2063 0.0206 0.7917
*
```

Which charges does Löwdin predict for the atoms? In e, they are: -0.099, -0.186, -0.214, 0.212, -0.374, 0.141, -0.173, -0.016, -0.078, -0.059, -0.171, -0.103, -0.101, -0.346, -0.039, -0.131, -0.144, 0.125, -0.165, -0.125, -0.021, -0.016, -0.106, -0.531, 0.126, 0.113, 0.125, -0.009, -0.011, 0.058, 0.084, 0.062, 0.118, 0.109, 0.145, 0.093, 0.109, 0.117, 0.134, 0.134, 0.146, 0.098, 0.107, 0.122, 0.126, 0.120, 0.111, 0.129, 0.124, 0.133

---

The following is a quantum chemistry calculation of a molecular structure, C22H21FN2O4S3, from the OMol25 dataset.

The HOMO energy comes out at -0.2889 hartree.

The geometry in ORCA input format:
```
! wB97M-V def2-TZVPD RIJCOSX def2/J DEFGRID3
* xyz 0 1
C 1.1892 0.9057 3.1087
S 1.2202 2.3400 1.9942
C 1.7900 3.6138 3.1665
C 2.8895 2.3595 1.0883
C 2.8993 1.6177 -0.2240
C 4.1280 1.2598 -0.7949
C 4.1868 0.7232 -2.0818
C 3.0152 0.5753 -2.8346
C 3.1238 0.0810 -4.1823
N 3.2410 -0.3147 -5.2820
C 1.7770 0.8962 -2.2616
C 1.7254 1.4169 -0.9641
H 0.3786 0.2945 2.6912
H 2.1120 0.3109 3.1588
H 0.9131 1.2712 4.1089
H 2.0364 4.5354 2.6072
H 0.9274 3.7699 3.8216
H 2.6673 3.2566 3.7295
H 2.9827 3.4463 0.9390
H 5.0464 1.3889 -0.2274
H 5.1547 0.4885 -2.5451
H 0.8686 0.8099 -2.8588
H 0.7541 1.6872 -0.5424
C 1.2274 -3.5910 -0.0214
C 1.0370 -4.2493 1.2006
C 1.9025 -4.0226 2.2734
C 2.9785 -3.1507 2.0918
S 4.3440 -3.1006 3.2745
N 3.6200 -2.3401 4.5225
F 3.8807 1.9709 1.9849
S 4.5136 -1.3213 5.4210
C 3.2838 -0.1529 6.0123
C 3.5134 1.2099 5.7545
C 2.6961 2.1669 6.3597
C 1.6777 1.7617 7.2259
C 1.4298 0.4018 7.4397
C 2.2409 -0.5625 6.8362
O 5.0105 -1.9814 6.6018
O 5.3801 -0.4655 4.6437
O 4.6304 -4.4679 3.6243
O 5.3412 -2.3186 2.5767
C 3.1087 -2.4002 0.9106
C 2.2528 -2.6498 -0.1563
H 0.5861 -3.8141 -0.8704
H 0.2147 -4.9613 1.3114
H 1.7757 -4.5265 3.2306
H 4.3325 1.5038 5.1046
H 2.8819 3.2281 6.1601
H 1.0869 2.5164 7.7493
H 0.6060 0.0920 8.0856
H 2.0942 -1.6260 7.0185
H 3.9084 -1.6561 0.8346
H 2.4055 -2.1162 -1.0945
*
```

Which charges does Löwdin predict for the atoms? In e, they are: -0.198, 1.143, -0.241, -0.376, -0.202, 0.005, 0.005, -0.224, -0.159, 0.171, -0.006, -0.036, 0.065, 0.080, 0.065, 0.076, 0.069, 0.058, 0.133, 0.132, 0.138, 0.129, 0.094, -0.097, -0.086, -0.062, -0.267, 0.540, -0.325, 0.012, 0.535, -0.273, -0.085, -0.121, -0.103, -0.080, -0.056, -0.308, -0.350, -0.311, -0.343, -0.077, -0.098, 0.096, 0.103, 0.118, 0.103, 0.099, 0.100, 0.105, 0.122, 0.101, 0.089

---

The following is a quantum chemistry calculation of a molecular structure, C22H21IrN5OS, from the OMol25 dataset.

The calculation puts the energy relative to the best compared isomer or geometry (same formula, charge and spin) at 0.000 eV. The HOMO energy (spin up / spin down) comes out at -0.4984 / -0.5306 hartree. Its expectation value of S² is 8.8026.

The geometry in ORCA input format:
```
! wB97M-V def2-TZVPD RIJCOSX def2/J DEFGRID3
* xyz 2 6
Ir 0.4321 -0.0678 0.4949
N 3.4693 -1.6875 3.2025
C 2.3172 -1.4176 2.4764
S 2.1340 0.2834 1.9424
N 1.4464 -2.3362 2.3373
N 0.3975 -1.9781 1.5157
C -0.4179 -2.9636 1.3061
C -1.6404 -3.0332 0.4983
C -2.0010 -4.2726 0.0279
C -3.1573 -4.4771 -0.7392
C -3.8500 -3.3331 -1.1193
C -3.5319 -2.0700 -0.7449
C -2.3750 -1.9031 0.1140
O -1.9504 -0.7682 0.3952
H 4.2230 -1.0716 3.4531
H 3.4697 -2.5900 3.6790
H -0.1366 -3.9366 1.7853
H -1.3734 -5.1419 0.2385
H -3.2963 -5.4837 -1.1197
H -4.7217 -3.4958 -1.7989
H -4.0561 -1.1640 -1.0577
C 3.6150 0.1529 -1.0722
C 2.1594 -0.1494 -1.3428
C 1.7023 -1.4823 -1.3684
C 0.4592 -1.8026 -1.9446
C -0.3549 -0.7927 -2.4440
C 0.0511 0.5206 -2.3805
C 1.3157 0.8538 -1.8743
H 4.0259 -0.5974 -0.3840
H 3.7935 1.1614 -0.7173
H 4.1731 0.0144 -2.0243
H 2.2238 -2.2585 -0.8189
H 0.1664 -2.8679 -2.0207
H -1.2760 -1.0438 -2.9273
H -0.6130 1.2541 -2.7439
H 1.6140 1.8555 -1.7878
N -2.3928 3.0577 0.7127
C -1.9905 1.7831 0.7150
N -0.6870 1.7078 0.6473
C -0.1473 3.0058 0.6033
C 1.1602 3.4864 0.4835
C 1.2671 4.8819 0.3912
C 0.1744 5.7163 0.4617
C -1.1467 5.2779 0.6443
C -1.2692 3.9003 0.6751
H -3.3517 3.3832 0.7128
H -2.6459 0.9305 0.7663
H 2.0704 2.8448 0.5524
H 2.2443 5.3545 0.4668
H 0.2707 6.8030 0.4343
H -1.9931 5.9573 0.6972
*
```

Which charges does Löwdin predict for the atoms? In e, they are: 1.238, 0.109, -0.739, 0.723, 0.013, -0.156, -0.023, -0.130, 0.010, 0.028, -0.042, 0.064, -0.353, -0.067, 0.104, 0.122, 0.160, 0.140, 0.138, 0.147, 0.143, -0.043, -0.381, -0.077, -0.058, -0.075, -0.055, -0.055, 0.085, 0.079, 0.121, 0.129, 0.137, 0.121, 0.118, 0.104, 0.161, -0.129, -0.090, -0.206, -0.029, -0.064, -0.061, 0.024, -0.154, 0.182, 0.122, 0.091, 0.122, 0.124, 0.128